# C7H9N

An isolated molecule of C7H9N in a non-equilibrium geometry (ωB97M-V/def2-TZVPD, OMol25).

Geometry as ORCA input:
```
! RIJCOSX wB97M-V def2-TZVPD def2/J DEFGRID3
* xyz 0 1
C 1.04559 1.14964 0.54037
C 2.32418 0.58470 0.73194
N 2.85347 -0.33489 -0.02022
C 0.06348 0.63060 -0.30928
C -1.25603 0.92347 -0.25445
C -2.47413 0.35534 0.10687
C -2.69988 -0.94929 0.43272
C 0.34142 -0.45627 -1.32732
H 0.75898 2.06485 1.04782
H 2.91468 0.98169 1.56664
H 3.63859 -0.75366 0.46943
H -3.32953 1.00942 0.29934
H -3.55052 -1.47533 0.84995
H -1.76621 -1.48795 0.59408
H -0.60018 -0.66443 -1.84939
H 0.63253 -1.37785 -0.82072
H 1.10355 -0.20006 -2.05778
*
```

Output
frontier orbital gap = 5.433 eV
highest occupied orbital energy = -7.10 eV
largest force on an atom = 3.002 eV Å⁻¹
electronic energy = -326.67156 Eh